Entry 1:
119
Properties=species:S:1:pos:R:3 method="wB97M-V/def2-TZVPD" orbital_gap_ev="5.329 / 5.310" total_energy_ha=-6443.733899 lumo_ev="4.0 / 4.0" s2=0.756 de_lowest_kcal_mol=0.0 spin_multiplicity=2 charge=-2
Hg -0.16 1.34 0.10
Te -1.34 -0.81 -2.77
Ge 1.72 -2.29 0.18
Ge 0.98 -3.10 -2.01
O -2.18 -2.00 -0.34
O -3.70 -2.01 -1.99
C -4.47 -2.44 0.21
C -0.87 1.79 -6.29
C 4.11 -1.13 1.38
C -0.37 3.14 2.96
C 4.38 -7.61 -1.90
C -1.19 -0.09 -4.79
C -0.73 2.23 -3.84
C -1.44 2.20 2.98
C 2.40 -4.41 -1.27
C -1.86 3.73 1.30
C -0.98 1.56 -8.80
C -1.48 4.97 -0.85
C -0.94 1.28 -4.99
C 0.58 3.49 5.28
C -0.66 0.28 4.55
C -1.82 1.03 3.90
C 1.84 2.00 3.65
C 2.35 -6.14 -3.06
C 1.91 -2.79 -4.92
C -2.63 -0.03 3.13
C 1.00 -2.94 2.95
C 2.02 -2.28 -3.48
C -1.05 0.99 -7.40
C 2.78 -7.32 -3.66
C -3.35 -2.12 -0.78
C 0.91 3.24 3.80
C -1.49 -4.66 -3.07
C -0.54 -4.38 -1.92
C -3.31 5.67 0.69
C -1.32 -0.36 -7.20
C 3.94 -6.44 -1.30
C 2.91 -5.67 -1.87
C -2.53 4.46 0.16
C 0.45 -2.30 1.68
C -2.73 1.56 5.03
C -2.34 2.58 1.95
C -1.76 -2.36 -5.78
C 2.71 -3.98 -0.03
C 3.05 -0.84 0.32
C -3.50 3.55 -0.59
C -1.40 -0.90 -5.92
C -0.65 4.07 1.93
C 1.74 4.46 3.36
C 3.80 -8.06 -3.08
H 2.64 4.52 3.98
H 4.40 -6.09 -0.39
H -2.11 -0.35 2.22
H 1.49 3.53 5.89
H -0.62 2.59 -8.78
H 2.54 0.10 0.54
H -1.98 -3.75 -3.40
H 1.18 5.39 3.47
H 2.06 4.37 2.32
H -5.25 -1.68 0.13
H -3.93 4.07 -1.45
H -4.32 3.23 0.06
H -1.63 2.29 -3.21
H 1.82 -1.21 -3.46
H 3.38 -4.51 0.65
H -3.25 2.06 1.70
H -1.47 -1.01 -8.06
H -0.99 -5.12 -3.93
H 2.64 -2.30 -5.56
H -1.96 1.56 -9.28
H -0.08 2.73 5.70
H -0.04 -5.30 -1.59
H 5.18 -8.18 -1.44
H 2.10 -3.87 -4.98
H -2.22 2.31 5.64
H -0.46 -2.81 1.34
H 2.31 -7.65 -4.58
H -4.06 5.34 1.42
H 1.97 1.45 4.58
H -0.90 4.14 -1.25
H 3.67 -1.12 2.38
H 1.55 -5.57 -3.51
H -0.03 -0.19 3.80
H 4.57 -2.11 1.23
H -1.14 -2.85 -5.04
H -0.78 5.66 -0.37
H 3.03 -2.44 -3.11
H -0.66 2.85 -6.42
H -2.64 6.36 1.21
H -3.06 0.74 5.69
H -3.82 6.21 -0.12
H -0.30 0.98 -9.43
H -1.11 -3.99 -1.08
H -3.61 0.34 2.83
H 1.83 -2.36 3.38
H 1.38 -3.95 2.76
H -2.79 -2.47 -5.44
H -2.79 -0.91 3.76
H 3.52 -0.71 -0.67
H -0.02 0.93 5.16
H -0.01 4.88 1.63
H -4.91 -3.40 -0.05
H 0.07 1.89 -3.17
H -0.48 3.23 -4.20
H 0.16 -1.27 1.85
H 2.84 2.30 3.31
H -1.65 -2.88 -6.74
H -1.97 5.50 -1.68
H 4.91 -0.38 1.37
H 4.14 -8.97 -3.54
H -2.28 -5.35 -2.75
H 1.44 1.31 2.91
H 0.06 4.45 5.38
H -2.99 2.65 -0.95
H -4.08 -2.47 1.23
H -1.05 -0.51 5.20
H 0.93 -2.60 -5.34
H 0.23 -3.01 3.73
H -3.61 2.04 4.60

---

Entry 2:
130
Properties=species:S:1:pos:R:3 method="wB97M-V/def2-TZVPD" smiles="CCCCCCCC[C@H](O[C@@H](CCOCC)[C@@H](F)CC)[C@H](OCCCCCCN)B(O)CC.O=[N+]([O-])c1ccccc1.O=[N+]([O-])c1ccccc1.O=[N+]([O-])c1ccccc1" orbital_gap_ev=8.198 total_energy_ha=-2813.963324 lumo_ev=-0.8 charge=0
F 3.02 -0.53 0.64
O -1.61 0.60 3.72
O -7.93 -0.18 -4.37
O 1.70 4.40 -0.86
O -2.67 -2.11 -0.44
O 2.19 -9.36 7.04
O 1.46 -0.14 -2.34
O 3.81 1.22 -1.65
O -6.47 -1.46 -3.36
O 0.15 -8.84 6.42
O 0.28 -0.47 3.39
N -0.45 0.30 4.04
N 1.37 -8.86 6.25
N 6.86 1.77 5.11
N -6.96 -0.95 -4.38
C 1.02 -7.66 4.10
C -3.98 -1.44 -0.49
C 1.42 0.60 5.65
C -4.77 -1.76 0.92
C 0.10 0.88 5.27
C 1.90 -8.26 5.02
C -3.72 2.31 -3.98
C -5.28 -2.17 -5.73
C 5.68 2.68 2.92
C 1.15 2.03 7.58
C -0.70 1.74 6.05
C -5.24 -1.94 -8.14
C -4.73 -2.50 -6.97
C -1.18 1.47 -3.50
C 2.14 -1.39 -0.24
C -1.57 -1.18 -0.13
C 6.07 1.28 -0.46
C -7.93 2.83 -3.78
C 1.53 -7.07 2.95
C 1.44 1.30 -2.62
C -0.16 2.31 7.21
C -5.57 4.23 -3.81
C 3.78 -7.69 3.61
C -6.36 -1.28 -5.67
C 2.69 2.14 -1.88
C 0.96 -0.49 -1.01
C 6.86 1.97 2.02
C -4.66 3.14 -2.92
C -6.70 3.43 -4.73
C 6.84 2.43 0.42
C -6.31 -1.04 -8.08
C 2.91 -7.08 2.70
C 6.22 3.00 4.46
C 2.22 2.53 0.99
C -6.87 -0.71 -6.85
C 5.11 1.91 -1.66
C -0.40 -1.42 -1.26
C 2.24 3.93 1.91
C 3.28 -8.28 4.77
C -2.12 2.78 -3.95
C -0.03 2.03 -2.42
C 1.47 -2.50 0.82
C 1.94 1.18 6.81
C 2.65 -3.25 1.74
B 2.21 3.01 -0.58
H -8.22 3.56 -2.91
H 0.86 -6.59 2.24
H -1.78 3.24 -4.98
H 6.92 0.59 -0.93
H 4.77 1.92 3.03
H 7.90 1.84 5.12
H -1.87 -0.03 -0.20
H -7.08 4.18 -5.55
H 1.24 4.55 1.75
H -5.82 -1.23 1.01
H 2.31 -4.34 2.06
H -0.14 -2.56 -1.45
H 2.72 -2.61 2.72
H -3.95 -0.31 -0.79
H -4.06 -1.44 1.80
H 1.68 1.40 -3.78
H 3.07 2.92 -2.69
H 2.96 0.96 7.11
H 2.79 -2.01 -0.99
H -3.89 -3.20 -7.02
H -1.91 0.79 -2.85
H -4.81 -2.20 -9.10
H -0.71 0.90 -4.41
H 0.91 -3.38 0.27
H 2.04 -0.07 5.06
H -7.70 -0.01 -6.82
H 3.17 1.93 1.33
H 7.99 2.57 0.12
H -4.80 4.74 -4.55
H 5.65 1.60 -2.69
H 5.47 0.59 0.29
H 3.11 4.60 1.43
H -6.26 2.49 -5.29
H 1.57 2.49 8.48
H -7.49 1.85 -3.27
H -0.77 2.97 7.82
H 2.42 3.71 3.05
H 3.97 -8.75 5.47
H 0.06 3.19 -2.66
H 0.75 0.41 -0.29
H -2.06 3.57 -3.06
H 2.39 4.75 -1.53
H 4.85 -7.70 3.41
H 0.80 -1.88 1.55
H -1.72 1.97 5.77
H -3.87 1.17 -3.74
H -0.85 -1.02 -2.29
H -8.85 2.48 -4.43
H 3.67 -3.29 1.13
H 5.05 3.08 -1.65
H -4.07 3.76 -2.12
H 7.93 2.28 2.46
H -4.60 -1.98 -1.34
H -5.47 2.45 -2.39
H -6.06 5.02 -3.08
H -0.49 1.91 -1.35
H 6.79 0.79 2.15
H 7.06 3.84 4.38
H -0.05 -7.64 4.28
H 5.24 3.65 2.39
H -1.24 -1.37 0.98
H 1.20 2.00 1.28
H 3.30 -6.61 1.80
H 6.52 0.89 4.67
H -4.91 -2.94 0.96
H 5.33 3.38 5.13
H -4.08 2.47 -5.09
H -6.70 -0.60 -8.99
H -4.87 -2.62 -4.83
H 6.36 3.51 0.31

---

Entry 3:
136
Properties=species:S:1:pos:R:3 method="wB97M-V/def2-TZVPD" orbital_gap_ev=8.939 total_energy_ha=-3372.649740 lumo_ev=0.2 de_lowest_kcal_mol=717.5 charge=0
O -1.69 -0.74 2.39
O -1.56 -2.71 0.29
O 1.76 2.19 2.31
O -3.44 -1.91 -5.08
O 3.56 1.05 -0.72
O -1.71 1.89 1.97
O -1.36 -3.25 -1.83
O 2.43 -5.62 -1.50
O 0.57 -0.65 1.30
O -4.05 -0.97 2.62
O -2.77 5.13 -1.88
O 3.93 2.15 3.04
O -5.32 4.48 -0.62
O 2.46 -2.21 -1.58
O -3.36 -1.61 -2.83
O 0.07 3.28 1.52
O -0.80 4.28 -1.06
O 0.12 0.23 -0.83
O -4.44 4.57 1.40
O 4.39 -1.63 -2.38
O 4.68 -0.65 0.09
O 1.97 -5.82 0.67
C -2.08 4.40 1.93
C 0.34 4.71 1.43
C 0.92 -4.07 -0.66
C 0.61 4.25 -1.44
C 1.96 -4.93 -2.68
C -0.91 4.83 -3.40
C 0.53 -0.69 0.04
C 5.87 -3.21 -1.46
C 3.64 -2.30 -1.56
C -4.87 4.20 -1.94
C -1.12 -1.15 -2.52
C 2.75 1.85 3.24
C -2.37 -4.68 1.30
C -1.39 -0.78 3.73
C 3.67 0.17 0.07
C -1.77 -3.26 1.57
C -1.34 -1.24 -4.03
C -0.99 5.42 1.47
C -1.60 4.75 -2.07
C -0.14 1.58 -0.27
C 0.52 4.41 -2.94
C -4.40 4.15 0.26
C -1.69 -3.63 -0.69
C 2.12 1.37 4.49
C 5.73 -2.11 -2.51
C -3.98 2.94 -1.66
C -3.00 -0.78 1.91
C 0.68 -4.24 -2.09
C 4.75 -1.35 1.33
C 1.78 -5.28 -0.43
C -3.37 3.30 -0.29
C -3.10 -0.62 0.41
C 2.74 -0.04 1.20
C -2.48 -1.13 -1.84
C -1.31 3.08 1.83
C 0.52 1.86 2.73
C 3.74 -0.49 2.20
C 4.55 -3.12 -0.69
C 0.74 1.03 4.02
C -1.92 -5.04 -0.14
C -0.52 -1.99 3.97
C 0.63 -2.03 -0.59
C -1.34 2.16 -1.00
C -2.83 -1.51 -4.08
H -4.25 4.96 -2.40
H 4.24 0.35 2.67
H -0.22 1.41 2.07
H -1.22 5.83 0.48
H -2.46 -1.78 -0.97
H -0.85 0.12 4.03
H -1.43 3.15 -0.55
H -0.85 6.27 2.14
H 2.64 0.53 4.95
H -0.37 -2.36 -0.87
H 4.22 -4.13 -0.43
H -2.31 -1.28 0.05
H -3.23 2.46 0.38
H 1.40 4.98 -3.25
H 1.31 -2.07 -1.45
H -1.25 2.24 -2.08
H -1.44 4.12 -4.03
H 5.98 -4.22 -1.87
H 2.13 2.26 5.12
H -2.57 -5.78 -0.62
H -2.54 4.45 2.91
H -5.66 4.03 -2.67
H -3.20 2.74 -2.39
H 2.55 -4.04 -2.92
H 5.79 -1.49 1.63
H -0.81 -3.45 2.06
H 2.22 -0.92 0.83
H -1.12 -2.89 4.04
H 1.64 -3.27 -0.48
H -0.97 5.84 -3.82
H -3.46 -4.71 1.27
H 4.76 -2.45 0.15
H -2.15 1.51 -0.67
H 2.19 0.81 1.61
H -4.61 2.05 -1.60
H 0.83 4.78 0.46
H -1.17 -0.29 -4.54
H -2.96 0.41 0.07
H -4.04 -1.00 0.02
H 1.23 4.93 -0.85
H -0.57 -2.04 -2.21
H 6.50 -1.38 -2.25
H -2.03 -5.39 2.05
H -0.13 -1.94 4.98
H -0.49 1.46 0.75
H 0.91 5.16 2.24
H 0.00 1.25 4.78
H 0.79 2.14 -0.33
H -2.75 4.12 1.12
H -0.91 -2.13 -4.50
H 0.93 -2.72 0.20
H 0.67 0.04 3.57
H -0.48 -0.29 -2.31
H 1.86 -5.57 -3.55
H -2.22 -0.95 4.41
H 5.96 -2.52 -3.49
H -2.43 3.84 -0.29
H 0.73 3.44 -3.38
H 0.37 -2.04 3.33
H 1.03 3.28 -1.17
H -0.96 -5.56 -0.18
H -2.35 -2.60 2.22
H 0.02 2.77 3.06
H -0.23 -4.82 -2.26
H 3.26 -1.18 2.90
H 6.82 -3.12 -0.93
H 0.09 -3.88 0.03
H -2.72 -0.14 -1.46
H 4.22 -2.29 1.18
H 0.36 -3.26 -2.45